1.
{
  "formula": "C3H6O3V",
  "method": "the ωB97M-V functional and the def2-TZVPD basis",
  "symbols": ["O", "C", "C", "O", "C", "V", "H", "H", "H", "H", "H", "O", "H"],
  "coordinates": [[1.80977, 2.64538, 0.12437], [0.47887, 2.54208, 0.06009], [-0.12103, 1.35797, -0.19191], [0.65525, 0.21999, -0.10507], [-0.33817, -1.42668, 0.14184], [2.51108, 0.89560, -0.24410], [-0.12894, 3.45185, 0.16198], [-1.19722, 1.25172, -0.37558], [0.57896, -2.00891, -0.02842], [-0.67569, -1.09567, 1.13475], [-0.93839, -1.25576, -0.76590], [-1.32680, -3.05821, 0.46492], [-1.30768, -3.51935, -0.37697]],
  "mulliken_spin": [-0.137, -0.111, 0.147, -0.139, 0.002, 4.227, -0.001, 0.003, 0.016, -0.004, -0.004, 0.001, 0.000],
  "multiplicity": 5,
  "lumo_ev": [3.5059, 3.7879],
  "charge": -1,
  "s_squared": 6.008,
  "homo_lumo_gap_ev": [5.92, 7.36]
}

2.
{
  "formula": "C45H49N11O2P",
  "method": "the ωB97M-V functional and the def2-TZVPD basis",
  "symbols": ["C", "C", "O", "N", "C", "C", "O", "C", "N", "P", "N", "H", "H", "H", "H", "H", "H", "H", "H", "H", "N", "C", "C", "C", "C", "C", "H", "H", "H", "H", "H", "N", "C", "C", "C", "C", "C", "H", "H", "H", "H", "H", "N", "C", "C", "C", "C", "C", "H", "H", "H", "H", "H", "N", "C", "C", "C", "C", "C", "H", "H", "H", "H", "H", "N", "C", "C", "C", "C", "C", "H", "H", "H", "H", "H", "N", "C", "C", "C", "C", "C", "H", "H", "H", "H", "H", "N", "C", "C", "C", "C", "C", "H", "H", "H", "H", "H", "N", "C", "C", "C", "C", "C", "H", "H", "H", "H", "H"],
  "coordinates": [[-0.39213, -6.61017, -1.20039], [-1.48903, -6.55499, -2.22693], [-2.03892, -7.57338, -2.58620], [-1.84497, -5.28890, -2.79390], [-0.69563, -4.46121, -3.18883], [-2.83483, -4.56105, -2.07184], [-2.36204, -4.43866, -0.51618], [-2.24677, -3.22958, -0.18889], [-2.07407, -2.11607, 0.09370], [-4.42462, -5.36490, -2.02087], [-5.31711, -5.18728, -3.33003], [-0.43130, -7.54614, -0.65463], [0.56190, -6.55803, -1.71283], [-0.40865, -5.76836, -0.51828], [-0.97929, -3.42654, -3.01884], [-0.50284, -4.57108, -4.25189], [0.22148, -4.63369, -2.62426], [-5.02731, -4.77604, -0.89228], [-4.29254, -6.73912, -1.70132], [-6.15048, -4.66687, -3.07925], [0.13082, 2.63112, 2.88071], [-0.87204, 3.34879, 2.38059], [-1.76631, 2.87225, 1.43434], [-1.60998, 1.57440, 0.97272], [-0.57061, 0.81227, 1.47839], [0.26413, 1.38357, 2.42805], [-0.95797, 4.36250, 2.76108], [-2.56453, 3.50452, 1.06865], [-2.28080, 1.15480, 0.23426], [-0.42470, -0.20525, 1.13891], [1.08431, 0.81590, 2.85467], [2.70296, -5.55136, -1.22516], [2.85563, -4.40297, -0.57165], [3.78678, -3.43643, -0.92109], [4.61162, -3.68343, -2.00627], [4.46849, -4.87825, -2.69568], [3.49902, -5.77298, -2.26814], [2.19024, -4.24751, 0.27087], [3.85913, -2.52178, -0.35056], [5.35177, -2.95472, -2.31249], [5.08808, -5.11075, -3.55134], [3.34553, -6.71314, -2.78828], [4.50265, -1.07859, 1.69198], [5.64358, -0.83380, 2.33224], [6.23373, 0.41975, 2.39911], [5.60418, 1.47782, 1.76233], [4.41607, 1.24072, 1.08985], [3.91098, -0.05061, 1.08594], [6.10326, -1.68935, 2.81582], [7.16122, 0.55919, 2.93805], [6.03168, 2.47193, 1.79092], [3.88810, 2.03584, 0.58163], [2.98136, -0.27736, 0.57315], [0.27899, 8.06694, 6.63892], [-0.72310, 8.79336, 6.14766], [-1.62352, 8.32664, 5.20163], [-1.47043, 7.02986, 4.73750], [-0.43220, 6.25939, 5.23461], [0.40982, 6.82321, 6.18179], [-0.80632, 9.80327, 6.53525], [-2.42205, 8.96142, 4.83971], [-2.15101, 6.62528, 3.99861], [-0.27687, 5.24197, 4.89956], [1.23226, 6.25123, 6.59705], [-0.52061, -3.24899, -6.42165], [-0.63040, -1.94498, -6.64787], [-1.31760, -1.42192, -7.73561], [-1.89346, -2.30051, -8.63809], [-1.76898, -3.66268, -8.41864], [-1.08253, -4.08390, -7.29039], [-0.17481, -1.29088, -5.91260], [-1.41260, -0.35256, -7.86349], [-2.44502, -1.92787, -9.49193], [-2.21192, -4.38417, -9.09161], [-0.98685, -5.13973, -7.06035], [-4.13760, -0.31144, -5.54575], [-3.97782, -1.63274, -5.46386], [-4.85021, -2.48201, -4.79448], [-5.95165, -1.92235, -4.17300], [-6.13661, -0.54902, -4.24773], [-5.20610, 0.20665, -4.94303], [-3.10239, -2.02661, -5.96082], [-4.66604, -3.54910, -4.74507], [-6.64974, -2.54921, -3.63343], [-6.98320, -0.07031, -3.77270], [-5.31774, 1.28386, -5.02228], [8.41501, -1.66274, 5.70626], [9.05865, -2.80579, 5.48021], [8.67585, -4.02617, 6.01637], [7.56204, -4.06338, 6.83893], [6.88136, -2.88281, 7.08722], [7.34522, -1.71676, 6.49792], [9.92682, -2.73681, 4.83354], [9.23800, -4.92220, 5.79208], [7.22943, -4.99529, 7.27737], [6.00651, -2.86299, 7.72225], [6.83748, -0.77279, 6.66267], [-4.43288, 10.28438, 3.47380], [-4.59429, 11.60547, 3.47192], [-4.95645, 12.33353, 2.34879], [-5.15963, 11.65251, 1.15938], [-4.99428, 10.27732, 1.14420], [-4.63301, 9.64429, 2.32393], [-4.42371, 12.10262, 4.42067], [-5.07478, 13.40675, 2.40792], [-5.44185, 12.18420, 0.25986], [-5.14129, 9.70414, 0.23934], [-4.49685, 8.56865, 2.35270]],
  "mulliken_charge": [-0.935, 0.450, -0.602, 0.310, -0.579, -0.132, -0.485, 0.692, -0.593, 0.204, -0.859, 0.418, 0.124, 0.198, 0.375, 0.137, 0.118, 0.012, -0.016, 0.157, -0.489, 0.126, -0.536, -0.355, -0.349, -0.398, 0.194, 0.350, 0.480, 0.472, 0.486, -0.367, -0.432, 0.019, -0.292, -0.478, -0.257, 0.401, 0.304, 0.378, 0.377, 0.338, -0.441, -0.324, -0.401, -0.181, -0.575, -0.181, 0.428, 0.407, 0.363, 0.377, 0.521, -0.569, -0.285, -0.115, -0.261, -0.236, -0.366, 0.347, 0.379, 0.411, 0.345, 0.361, -0.392, -0.185, -0.473, -0.118, -0.500, -0.118, 0.351, 0.352, 0.357, 0.371, 0.344, -0.473, 0.201, -0.392, -0.374, -0.411, -0.354, 0.276, 0.554, 0.293, 0.370, 0.348, -0.542, -0.170, -0.347, -0.199, -0.359, -0.176, 0.360, 0.351, 0.365, 0.355, 0.370, -0.427, -0.151, -0.415, -0.165, -0.463, -0.135, 0.348, 0.341, 0.363, 0.347, 0.356],
  "multiplicity": 1,
  "lumo_ev": 1.7905,
  "charge": -1,
  "homo_lumo_gap_ev": 5.94
}

3.
{
  "formula": "CH2NO4P",
  "method": "the ωB97M-V functional and the def2-TZVPD basis",
  "symbols": ["C", "N", "O", "O", "O", "O", "P", "H", "H"],
  "coordinates": [[-1.32321, 0.02402, -0.46366], [-0.33805, -0.66449, -0.86091], [1.51681, -1.49115, 0.46337], [1.77965, 0.44551, -1.33572], [-1.60062, 0.63808, 0.56974], [0.96888, 0.85340, 1.08038], [1.00245, -0.21544, -0.22904], [0.58050, 0.63613, 1.77381], [-2.58641, -0.22607, -0.99796]],
  "mulliken_charge": [-0.448, -0.350, -0.877, -0.818, -0.558, -0.445, 0.958, 0.203, 0.336],
  "multiplicity": 1,
  "e_above_lowest_kcal_mol": 71.1,
  "lumo_ev": 7.3274,
  "charge": -2,
  "homo_lumo_gap_ev": 6.89
}

4.
{
  "formula": "C5H10NO2S",
  "method": "the ωB97M-V functional and the def2-TZVPD basis",
  "symbols": ["C", "C", "C", "C", "C", "N", "O", "O", "S", "H", "H", "H", "H", "H", "H", "H", "H", "H", "H"],
  "coordinates": [[3.31408, -0.37072, -0.23984], [-1.27201, -1.43226, 0.16718], [-2.72106, -1.05329, 0.10958], [-1.18147, 0.91045, -0.04261], [-0.52047, 2.19592, -0.29142], [-0.45551, -0.19384, -0.14016], [4.44884, -0.01782, 0.25652], [2.26769, -0.23959, 0.38553], [-2.85431, 0.70746, 0.17738], [3.45425, -0.91513, -1.24604], [-0.90656, -1.94568, 1.22162], [-1.00166, -2.26851, -0.54888], [-3.22521, -1.26255, -0.89056], [-3.29517, -1.47078, 0.96404], [-0.64045, 2.96791, 0.56725], [-0.95678, 2.48204, -1.26933], [0.51681, 1.93228, -0.17593], [0.62590, -0.13336, -0.20961], [4.40309, 0.10746, 1.20529]],
  "mulliken_charge": [0.340, -0.580, -0.395, 0.597, -0.885, 0.023, -0.384, -0.677, -0.043, 0.318, 0.277, 0.315, 0.332, 0.377, 0.342, 0.316, 0.192, 0.182, 0.353],
  "multiplicity": 1,
  "e_above_lowest_kcal_mol": 0.0,
  "lumo_ev": -3.5284,
  "charge": 1,
  "homo_lumo_gap_ev": 10.07
}

Q: What is the formula in the fourth record?
A: C5H10NO2S

Q: Which formula does entry 1 have?
A: C3H6O3V